1.
18
Properties=species:S:1:pos:R:3:forces:R:3:mulliken_charge:R:1 method="wB97M-V/def2-TZVPD" energy_ha=-323.2241 orbital_gap_ev=10.05 e_lumo_ev=0.9780 smiles="[H]/N=C/N.C=NCC"
C -2.577 -1.148 -0.255 -2.9 0.1 0.8 -1.237
C -1.491 -0.473 0.452 2.2 0.5 0.4 -0.212
C -0.709 1.650 0.057 1.7 -0.1 -3.3 -0.304
N -0.904 0.510 -0.490 0.6 1.2 1.5 -0.414
H -3.206 -1.840 0.370 0.9 0.4 -0.5 0.322
H -3.250 -0.301 -0.502 -0.1 -0.6 -0.2 0.290
H -2.301 -1.601 -1.176 0.4 -0.5 -0.6 0.330
H -0.636 -1.102 0.782 -0.5 0.0 -0.4 0.308
H -1.794 0.044 1.367 -0.4 -0.1 0.0 0.386
H -1.038 1.899 1.013 -0.6 0.3 1.9 0.286
H -0.081 2.462 -0.469 -1.2 -1.3 0.5 0.228
N 2.259 0.026 -1.184 0.1 -0.2 0.7 -0.398
C 2.774 0.088 0.073 0.6 -0.6 1.4 0.066
N 2.445 -0.739 1.023 0.5 1.0 -1.1 -0.632
H 2.486 0.733 -1.850 -0.2 0.2 -0.1 0.212
H 1.403 -0.497 -1.275 -0.1 0.1 -0.3 0.251
H 3.560 0.866 0.238 -0.5 -0.5 -0.4 0.302
H 3.059 -0.575 1.826 -0.4 0.1 -0.2 0.214

=====

2.
262
Properties=species:S:1:pos:R:3:forces:R:3:mulliken_charge:R:1 method="wB97M-V/def2-TZVPD" energy_ha=-3602.0690 orbital_gap_ev=8.29 e_lumo_ev=0.5178
C 0.481 4.403 3.179 -0.1 -0.2 0.5 -1.920
C -0.566 3.852 2.212 0.6 0.6 0.1 -0.100
N -1.597 3.034 2.837 0.3 0.5 -1.4 1.732
C -2.408 3.806 3.777 -0.4 -0.1 0.0 -0.522
C -3.302 4.920 3.203 0.5 -0.4 -0.1 -1.610
C -2.394 2.419 1.771 -1.1 0.1 0.4 0.123
C -3.337 1.369 2.372 0.2 0.0 -0.2 -0.527
H 0.865 3.571 3.779 0.0 0.0 0.0 0.233
H 0.115 5.147 3.888 -0.1 0.1 -0.1 0.425
H 1.349 4.826 2.671 -0.2 0.1 -0.2 0.219
H -1.042 4.641 1.614 0.3 0.2 -0.1 0.519
H 0.037 3.248 1.529 -0.7 0.0 -0.2 -0.403
H -3.039 3.103 4.327 0.0 0.2 -0.3 0.284
H -1.720 4.201 4.525 0.0 0.2 0.0 0.673
H -3.788 5.428 4.034 0.0 0.2 -0.1 0.514
H -2.719 5.626 2.611 0.0 0.2 0.2 0.270
H -4.062 4.524 2.529 -0.1 -0.1 0.2 0.218
H -1.770 1.962 1.002 0.0 0.4 0.4 -0.703
H -2.980 3.161 1.211 -0.1 0.2 0.1 0.584
H -4.137 1.827 2.954 -0.1 0.0 -0.2 0.354
H -2.782 0.744 3.073 -0.3 -0.1 -0.6 -0.511
H -3.772 0.741 1.594 -0.1 0.0 0.0 0.513
C 2.497 -2.628 -2.704 -0.4 0.2 -0.4 -0.601
C 2.332 -3.950 -3.457 0.4 0.7 0.1 -0.949
N 0.947 -4.215 -3.832 -0.1 -0.4 0.6 1.132
C 0.135 -4.387 -2.620 -0.1 -0.1 -0.4 1.042
C -1.352 -4.377 -2.922 -0.2 0.0 -0.2 -0.122
C 0.878 -5.417 -4.666 0.2 -0.5 0.0 -0.765
C 1.320 -5.147 -6.092 -0.7 0.3 -0.9 -1.044
H 2.149 -2.664 -1.673 0.0 0.0 0.0 0.074
H 1.899 -1.891 -3.249 0.0 0.2 0.2 -0.041
H 3.526 -2.271 -2.694 0.1 -0.2 0.0 0.588
H 2.900 -3.843 -4.379 0.1 -0.3 0.0 0.472
H 2.785 -4.747 -2.849 -0.1 -0.3 -0.2 0.277
H 0.406 -5.325 -2.118 0.1 0.0 0.1 0.266
H 0.326 -3.569 -1.928 0.2 0.0 -0.1 -1.316
H -1.550 -3.674 -3.735 0.0 0.1 0.1 -0.198
H -1.735 -5.349 -3.238 0.0 0.0 0.1 0.538
H -1.897 -4.054 -2.034 -0.1 -0.1 0.0 -0.638
H -0.122 -5.856 -4.661 -0.2 0.5 -0.1 0.434
H 1.455 -6.250 -4.228 0.4 0.2 0.1 0.356
H 0.538 -4.642 -6.671 -0.1 0.2 0.4 0.137
H 1.477 -6.041 -6.701 0.4 -0.2 0.4 0.440
H 2.171 -4.475 -6.168 0.3 -0.3 0.1 0.201
C 6.320 3.647 2.631 0.0 -0.1 0.0 -1.347
C 6.200 4.070 1.168 -0.7 -0.2 0.6 -0.174
N 5.651 3.019 0.323 1.1 -0.3 -0.4 0.271
C 4.301 2.589 0.662 0.3 -0.1 0.9 -1.534
C 3.260 3.711 0.659 0.8 -0.5 0.2 1.336
C 5.884 3.250 -1.101 -1.0 -0.8 -0.1 0.201
C 5.839 1.927 -1.883 0.7 0.5 -0.1 -0.914
H 6.846 4.416 3.200 -0.2 0.1 0.0 0.476
H 6.946 2.755 2.699 -0.1 -0.1 -0.1 0.316
H 5.363 3.432 3.107 0.0 0.1 0.0 0.208
H 5.552 4.950 1.050 0.3 0.4 0.3 0.147
H 7.228 4.344 0.926 -0.2 -0.1 -0.8 0.448
H 4.001 1.721 0.076 0.1 0.3 -0.5 0.200
H 4.349 2.149 1.664 0.0 0.1 0.1 0.083
H 3.491 4.377 1.492 -0.2 0.1 0.0 0.465
H 3.354 4.271 -0.271 -0.4 -0.1 0.2 -0.803
H 2.276 3.277 0.826 -0.1 0.2 -0.3 0.108
H 6.830 3.765 -1.249 0.1 0.0 0.1 0.561
H 5.087 3.867 -1.545 0.2 0.4 0.0 -0.335
H 4.819 1.560 -1.977 0.0 -0.1 0.0 -0.128
H 6.483 1.191 -1.401 -0.2 -0.1 0.1 0.337
H 6.251 2.087 -2.882 -0.2 0.0 -0.1 0.482
C -2.728 -2.275 2.789 0.5 0.2 -0.4 1.067
C -3.491 -3.432 3.415 0.3 -0.2 -0.3 -0.511
N -4.231 -4.164 2.397 -1.4 -0.1 -0.2 0.206
C -5.350 -4.969 2.908 0.2 0.1 -0.1 -0.392
C -6.249 -4.269 3.922 -0.2 -0.2 -0.2 -1.397
C -3.387 -4.990 1.533 0.3 1.6 0.2 0.909
C -4.049 -5.464 0.255 0.1 0.1 -0.2 -1.611
H -3.340 -1.695 2.096 -0.4 -0.1 0.2 0.733
H -1.876 -2.598 2.185 -0.2 0.0 0.2 -1.164
H -2.328 -1.573 3.523 0.0 -0.2 0.1 -0.921
H -2.817 -4.129 3.942 0.2 0.1 0.1 0.067
H -4.145 -3.030 4.185 -0.2 -0.1 -0.2 0.259
H -4.955 -5.928 3.280 -0.1 0.0 0.4 0.363
H -5.977 -5.246 2.057 0.0 0.1 -0.1 0.354
H -6.654 -3.350 3.496 0.2 0.2 0.1 0.326
H -5.766 -4.060 4.875 0.0 0.0 0.0 0.369
H -7.125 -4.885 4.135 0.1 -0.2 0.0 0.430
H -2.619 -4.297 1.177 0.3 -0.3 0.3 -0.812
H -2.907 -5.755 2.160 0.0 -0.4 -0.4 0.360
H -4.470 -4.606 -0.274 -0.4 0.1 0.4 0.333
H -3.288 -5.785 -0.461 0.0 -0.6 0.3 0.410
H -4.805 -6.231 0.412 0.0 -0.1 -0.2 0.417
C -1.045 0.834 -8.745 0.1 0.2 -0.5 -1.444
C -1.258 -0.284 -7.743 -0.4 0.1 0.1 -0.627
N -0.042 -0.805 -7.127 -0.1 -0.5 -0.3 1.593
C -0.343 -1.553 -5.898 -0.2 0.7 0.2 -1.093
C -0.600 -0.627 -4.706 0.3 -0.1 -0.6 3.946
C 0.578 -1.727 -8.069 0.8 -1.1 -0.5 -0.576
C 2.093 -1.914 -7.887 0.5 0.6 -1.0 -1.438
H -0.588 1.719 -8.302 -0.1 0.0 0.2 0.160
H -2.013 1.117 -9.164 0.0 0.1 0.1 0.479
H -0.419 0.587 -9.608 0.0 -0.3 0.1 0.352
H -1.939 0.124 -6.990 0.2 -0.2 0.3 0.260
H -1.808 -1.119 -8.207 -0.1 0.0 -0.1 0.357
H -1.206 -2.220 -6.053 0.0 -0.1 -0.1 0.210
H 0.520 -2.175 -5.660 -0.1 -0.2 0.0 0.074
H 0.371 -0.218 -4.421 -0.2 0.0 0.4 -1.519
H -1.233 0.219 -4.968 -0.2 -0.1 0.0 -1.293
H -1.085 -1.177 -3.901 0.2 0.1 0.2 -1.222
H 0.387 -1.466 -9.112 0.1 0.6 0.1 0.553
H 0.137 -2.739 -8.060 -0.4 0.1 0.6 0.217
H 2.625 -1.200 -8.529 -0.1 0.3 0.3 0.421
H 2.479 -2.849 -8.300 -0.4 -0.3 0.4 0.394
H 2.474 -1.770 -6.878 -0.2 -0.2 0.1 0.146
C -0.614 4.694 -1.265 0.5 0.1 0.4 -0.475
C 0.814 5.190 -0.982 -0.6 -0.5 -0.5 1.604
N 1.232 6.364 -1.749 -0.3 -0.2 0.3 0.128
C 0.932 6.270 -3.184 0.9 -0.4 0.1 -1.105
C 1.641 5.064 -3.834 -0.5 0.0 -0.3 0.070
C 2.656 6.616 -1.495 -0.6 -0.2 0.3 0.158
C 2.870 7.271 -0.131 0.1 0.5 -0.1 -1.446
H -1.307 5.389 -0.790 -0.3 -0.1 -0.2 0.385
H -0.694 3.707 -0.802 -0.3 0.2 0.2 -0.699
H -0.888 4.533 -2.306 0.1 0.2 -0.1 -0.086
H 0.855 5.395 0.090 0.1 0.3 0.0 0.160
H 1.501 4.341 -1.117 0.0 0.2 -0.3 -1.190
H -0.144 6.233 -3.344 0.0 0.0 0.1 0.220
H 1.297 7.208 -3.605 -0.1 0.0 -0.2 0.534
H 1.148 4.130 -3.551 0.2 0.0 0.3 -0.543
H 1.624 5.027 -4.926 0.0 0.4 0.0 0.624
H 2.686 5.039 -3.534 0.0 -0.2 0.0 0.344
H 3.014 7.231 -2.321 0.2 0.2 0.2 0.649
H 3.213 5.670 -1.528 0.2 0.1 -0.2 -0.356
H 3.872 7.703 -0.076 0.1 -0.1 0.1 0.436
H 2.742 6.613 0.729 0.0 -0.3 -0.2 0.138
H 2.160 8.087 0.009 0.0 0.0 -0.1 0.360
C -1.586 -0.914 -1.010 -0.4 0.0 -0.5 1.330
C -0.068 -0.933 -0.918 0.4 -0.5 0.4 0.505
N 0.580 0.098 -0.088 -0.7 -0.2 -0.4 0.965
C -0.031 0.122 1.230 0.0 0.8 1.4 1.159
C 0.884 0.783 2.271 0.7 -0.3 0.0 0.718
C 0.460 1.416 -0.716 0.4 0.2 0.0 1.342
C 1.486 1.588 -1.827 0.0 -0.5 -0.2 -0.790
H -2.137 -0.963 -0.071 0.3 0.3 0.3 -0.441
H -1.981 -1.779 -1.555 0.4 0.0 -0.2 -0.236
H -1.903 -0.045 -1.590 -0.1 -0.1 0.2 -0.748
H 0.272 -1.891 -0.509 -0.1 0.0 0.0 -0.471
H 0.339 -0.882 -1.929 0.0 0.1 0.0 -0.708
H -0.970 0.695 1.217 0.3 -0.8 0.0 0.141
H -0.274 -0.862 1.636 0.1 -0.3 -0.5 -0.895
H 0.946 1.868 2.176 0.2 -0.3 -0.1 -1.960
H 0.654 0.589 3.322 -0.6 -0.1 -0.2 -0.078
H 1.882 0.346 2.172 0.1 0.2 -0.3 0.547
H 0.640 2.177 0.044 0.2 -0.1 0.0 -0.262
H -0.559 1.629 -1.066 -0.1 -0.2 -0.2 -0.236
H 2.446 1.215 -1.466 0.1 0.2 0.1 -0.029
H 1.586 2.609 -2.195 0.0 0.0 0.2 -0.066
H 1.250 0.961 -2.690 -0.2 0.1 0.0 -0.636
C 7.752 -2.124 4.962 0.5 -0.1 -0.1 -1.256
C 6.617 -1.543 5.791 0.0 -0.1 -0.1 -0.532
N 5.388 -1.422 5.021 -0.1 0.7 -0.5 0.280
C 4.452 -0.497 5.638 -0.6 0.0 -0.1 -1.104
C 3.264 -0.200 4.710 0.3 -0.3 0.6 -0.021
C 4.807 -2.686 4.588 0.6 -0.9 0.6 -0.206
C 4.426 -3.632 5.739 -0.7 -0.2 -0.3 -0.871
H 7.490 -3.037 4.430 -0.1 -0.1 0.2 0.305
H 8.639 -2.346 5.562 -0.2 0.0 0.2 0.388
H 8.102 -1.421 4.204 -0.3 0.1 0.0 0.293
H 6.438 -2.090 6.729 0.2 -0.3 -0.1 0.374
H 6.923 -0.549 6.123 -0.2 0.1 -0.1 0.434
H 4.931 0.464 5.838 0.4 -0.1 -0.1 0.499
H 4.121 -0.836 6.633 -0.2 -0.2 0.0 0.344
H 2.574 0.492 5.195 0.1 0.2 -0.1 0.518
H 2.682 -1.092 4.484 0.1 0.1 -0.1 -0.418
H 3.685 0.205 3.792 -0.3 0.1 -0.1 0.238
H 3.936 -2.610 3.940 0.0 0.7 0.1 -0.159
H 5.513 -3.210 3.942 0.2 0.1 0.1 0.273
H 3.992 -4.535 5.297 0.0 0.0 0.1 0.168
H 5.225 -3.957 6.403 0.2 0.2 -0.1 0.382
H 3.631 -3.188 6.344 0.1 0.0 0.1 0.194
C -4.019 2.494 8.310 -0.7 0.0 0.1 -1.394
C -4.119 1.017 7.940 0.3 -0.1 0.5 -0.293
N -2.994 0.594 7.126 0.9 0.0 -0.2 0.260
C -2.962 -0.844 6.875 -0.7 0.3 0.4 -0.126
C -2.888 -1.662 8.156 -0.4 -0.2 0.0 -1.704
C -2.877 1.350 5.888 0.4 0.0 -0.2 -1.171
C -1.667 1.008 5.011 -0.5 0.0 0.0 0.678
H -4.661 2.750 9.156 -0.1 -0.3 0.0 0.433
H -4.376 3.120 7.492 0.4 0.2 0.0 0.283
H -3.006 2.734 8.627 0.1 0.1 -0.3 0.332
H -4.082 0.446 8.870 0.0 0.0 0.0 0.414
H -5.086 0.756 7.477 -0.1 0.2 -0.2 0.335
H -3.893 -1.084 6.327 0.2 -0.4 -0.2 0.341
H -2.097 -1.099 6.270 -0.1 0.2 -0.1 0.191
H -3.845 -1.712 8.678 0.1 0.3 0.1 0.376
H -2.664 -2.708 7.938 0.3 0.1 -0.1 0.457
H -2.131 -1.236 8.814 0.0 -0.1 0.1 0.355
H -2.814 2.416 6.107 -0.1 -0.1 0.3 0.458
H -3.779 1.226 5.261 -0.2 -0.1 0.0 0.251
H -1.781 0.004 4.601 0.5 -0.2 0.3 -1.183
H -0.708 1.159 5.505 0.0 -0.3 0.3 0.813
H -1.659 1.642 4.119 0.3 -0.2 0.8 -0.205
C 1.883 -7.018 4.248 -0.2 -0.5 0.5 -1.477
C 0.908 -5.844 4.202 0.6 -0.1 -0.3 -0.459
N 0.784 -5.183 2.911 0.3 0.2 -0.2 0.335
C 0.150 -6.070 1.934 0.0 0.4 0.5 -0.764
C 0.019 -5.447 0.555 -0.4 -0.6 0.2 -0.694
C 0.141 -3.875 3.102 0.6 -0.3 0.4 0.992
C 1.199 -2.847 3.502 -0.6 0.4 0.2 -0.792
H 1.867 -7.370 5.285 0.1 -0.1 0.0 0.416
H 2.921 -6.758 4.039 -0.1 0.4 -0.2 0.272
H 1.651 -7.894 3.640 -0.3 0.2 -0.1 0.446
H -0.100 -6.122 4.552 0.0 -0.3 0.2 0.394
H 1.319 -5.148 4.934 -0.2 0.3 -0.1 0.341
H 0.782 -6.955 1.859 -0.1 -0.1 0.0 0.432
H -0.824 -6.393 2.339 -0.1 -0.1 -0.3 0.335
H -0.489 -6.150 -0.112 0.0 -0.1 0.0 0.575
H -0.622 -4.566 0.582 0.4 0.2 -0.2 -0.451
H 1.007 -5.271 0.135 0.0 0.4 0.0 0.541
H -0.648 -3.958 3.863 -0.1 0.1 0.0 -0.094
H -0.326 -3.524 2.183 0.2 -0.3 0.1 -0.746
H 1.765 -3.086 4.405 0.1 -0.6 -0.3 0.339
H 0.759 -1.887 3.797 -0.3 0.0 -0.5 -0.140
H 1.849 -2.701 2.641 0.3 0.1 0.2 0.248
C -3.758 1.752 -1.573 -0.2 0.6 0.6 -1.406
C -3.761 2.209 -3.021 -0.5 -0.8 -0.3 -0.096
N -3.452 3.612 -3.236 0.0 0.1 0.4 1.557
C -4.495 4.450 -2.660 0.5 1.4 0.7 -0.545
C -4.064 5.932 -2.591 0.2 0.0 -0.8 -1.296
C -3.223 3.945 -4.634 0.5 -0.6 -0.4 -1.036
C -1.978 3.271 -5.213 -0.2 -0.3 0.0 -0.214
H -2.876 2.142 -1.058 0.1 -0.2 -0.1 0.156
H -3.804 0.666 -1.495 0.1 0.1 -0.2 0.439
H -4.602 2.128 -0.987 -0.1 0.1 -0.2 0.736
H -3.083 1.543 -3.555 0.2 0.3 -0.1 -0.646
H -4.747 1.963 -3.456 -0.1 0.1 0.0 0.162
H -5.436 4.408 -3.227 -0.1 -0.3 0.0 0.309
H -4.699 4.198 -1.620 0.0 -0.6 -0.2 0.299
H -4.635 6.548 -1.897 -0.3 -0.2 -0.1 0.400
H -3.019 6.056 -2.304 0.0 -0.3 0.0 0.167
H -4.158 6.348 -3.596 0.0 0.4 0.2 0.393
H -3.068 5.015 -4.763 -0.2 0.1 0.3 0.301
H -4.076 3.664 -5.272 -0.2 0.0 0.1 0.356
H -1.899 3.487 -6.280 0.1 0.3 0.1 0.588
H -2.039 2.182 -5.167 0.0 0.0 0.2 -0.425
H -1.079 3.587 -4.683 0.1 0.0 -0.1 -0.119
C 3.073 0.567 -5.057 0.6 0.2 -0.3 1.226
C 2.869 1.854 -5.802 -0.3 1.3 -0.4 0.343
O 3.475 2.868 -5.521 0.2 -0.3 0.3 -0.656
C 1.853 1.872 -6.918 0.3 -0.5 -0.1 -0.191
H 3.158 0.796 -3.998 -0.3 -0.2 0.1 -0.719
H 4.060 0.198 -5.359 -0.1 -0.1 0.0 0.660
H 2.325 -0.170 -5.335 -0.1 -0.1 0.3 -1.101
H 2.040 0.984 -7.525 -0.4 0.0 0.0 0.154
H 1.900 2.752 -7.555 0.2 0.2 0.3 0.466
H 0.854 1.797 -6.486 0.0 -0.2 0.0 -0.324
C -4.746 -2.855 -2.886 -0.7 -1.2 -0.1 -0.623
C -4.212 -2.132 -4.096 -0.6 0.0 0.8 0.712
O -3.754 -1.024 -3.957 0.3 0.2 -0.4 -0.312
C -4.370 -2.812 -5.430 0.6 0.6 0.2 -1.248
H -3.970 -3.191 -2.199 0.2 0.5 0.1 -0.267
H -5.244 -3.786 -3.172 0.0 0.1 -0.1 0.452
H -5.505 -2.267 -2.371 0.3 0.3 0.1 0.483
H -3.656 -2.317 -6.090 -0.1 -0.3 -0.3 0.029
H -5.382 -2.633 -5.795 -0.1 -0.1 0.0 0.460
H -4.194 -3.879 -5.317 0.0 -0.1 -0.3 0.444

=====

3.
25
Properties=species:S:1:pos:R:3:forces:R:3:lowdin_spin:R:1 method="wB97M-V/def2-TZVPD" energy_ha=-1882.2889 orbital_gap_ev="7.84 / 7.87" e_lumo_ev="-14.9554 / -14.9415" spin_multiplicity=2 charge=+3
Yb 0.000 -0.203 -0.153 0.1 -3.4 5.9 1.004
C -0.002 1.055 1.673 0.0 3.1 3.2 -0.001
O -0.001 1.720 2.781 0.0 -3.9 -2.8 0.000
C -0.004 1.776 -0.882 0.0 11.1 -5.1 -0.001
O -0.006 2.856 -1.363 0.0 -6.7 3.2 -0.001
C -1.991 -0.020 -0.020 -15.9 1.4 0.6 -0.002
O -3.162 -0.008 -0.006 6.8 -0.1 0.0 0.001
C 1.991 -0.012 -0.020 15.8 1.5 0.6 -0.001
O 3.162 0.005 -0.007 -6.8 -0.1 0.0 0.001
C 0.003 -1.704 -1.640 0.0 -1.6 -5.0 -0.006
H 0.937 -2.256 -1.456 0.0 0.2 0.2 0.000
H -0.928 -2.260 -1.456 0.0 0.2 0.3 0.000
C 0.001 -0.511 -2.290 -0.1 -2.9 -4.4 0.005
H -0.928 -0.074 -2.686 0.1 0.0 0.2 0.000
H 0.928 -0.070 -2.686 -0.1 0.0 0.3 0.001
C -1.307 -0.192 4.049 -0.6 0.1 0.6 0.000
C -0.001 0.016 3.438 0.0 0.7 -0.1 0.000
C 1.306 -0.212 4.042 0.5 0.1 0.6 0.000
O -0.001 -0.299 1.970 -0.1 0.6 1.6 0.000
H -1.141 -0.312 5.121 -0.2 0.0 0.0 0.000
H -1.827 -1.091 3.672 0.4 0.2 0.0 0.000
H -1.974 0.673 3.902 0.2 -0.3 0.0 0.000
H 1.808 -1.121 3.664 -0.4 0.2 0.0 0.000
H 1.986 0.642 3.886 -0.2 -0.3 0.0 0.000
H 1.145 -0.325 5.115 0.2 0.0 0.0 0.000